The following is a quantum chemistry calculation of a cluster of 2 separate species, C7H10NOPS in total, from the Open Molecules 2025 dataset.

XYZ file:
```
21
Properties=species:S:1:pos:R:3:nbo_charge:R:1
C 3.162 1.154 0.608 -0.227
C 2.257 1.951 1.284 -0.203
C 2.794 -0.075 0.092 -0.194
C 0.938 1.509 1.434 -0.327
C 1.485 -0.561 0.236 -0.134
C 0.668 0.301 0.897 0.167
C 1.063 -1.894 -0.285 -0.621
N -3.489 0.479 -1.714 -1.150
O -4.335 -0.292 0.557 -0.992
P -3.042 -0.539 -0.390 1.233
S -3.300 -2.380 -1.220 -0.365
H 4.179 1.495 0.486 0.215
H 2.549 2.904 1.697 0.214
H 3.512 -0.692 -0.431 0.210
H 0.201 2.102 1.949 0.227
H 0.510 -2.434 0.480 0.228
H 0.399 -1.772 -1.139 0.225
H 1.924 -2.483 -0.589 0.215
H -3.335 1.462 -1.495 0.384
H -2.977 0.243 -2.556 0.395
H -5.165 -0.479 0.100 0.501
```

ΔE to the lowest compared entry with this formula, charge and spin: 56.3 kcal per mole
molar mass: 187.20 g/mol
LUMO (spin up / spin down): -0.0906 / -0.0027 hartree
multiplicity: 1
orbital gap (spin up / spin down): 6.2 / 9.0 eV

=====

The following is a quantum chemistry calculation of a structure of composition C14H23N3O5Sr, from the Open Molecules 2025 dataset.

XYZ file:
```
46
Properties=species:S:1:pos:R:3:nbo_charge:R:1
C -0.216 -2.291 -7.046 0.100
C -0.669 -3.496 -6.670 -0.147
H 0.813 -2.054 -6.777 0.258
H -0.853 -1.417 -7.134 0.253
C -1.250 -4.182 -5.600 0.013
C -1.394 -3.892 -4.210 -0.287
H -0.542 -3.771 -3.566 0.215
H -2.337 -4.331 -3.806 0.213
C -0.547 -4.024 -8.085 -0.583
H -0.001 -3.258 -8.704 0.281
H -1.605 -4.119 -8.444 0.298
H 0.078 -4.937 -7.937 0.312
C -1.862 -5.482 -6.204 -0.641
H -1.092 -6.171 -6.614 0.241
H -2.513 -5.220 -7.066 0.217
H -2.490 -6.060 -5.536 0.253
Sr 0.087 -0.448 0.588 1.883
O -0.495 0.675 -1.303 -0.868
C -1.323 0.643 -2.236 0.510
O -2.254 -0.334 0.350 -0.784
C -3.024 -0.041 -0.602 0.926
O -4.330 -0.084 -0.455 -0.436
N -2.645 0.262 -1.926 -0.463
C -4.951 0.016 -1.787 -0.083
C -3.800 -0.113 -2.767 -0.240
H -5.439 0.998 -1.843 0.214
H -5.705 -0.788 -1.784 0.227
H -3.920 0.480 -3.673 0.240
H -3.778 -1.181 -3.049 0.193
C -0.840 1.046 -3.490 -0.365
C 0.546 1.179 -3.527 -0.534
H -1.402 1.111 -4.419 0.203
H 0.440 0.009 -3.532 0.184
H 0.894 1.196 -4.566 0.160
C 1.063 1.737 5.120 -0.261
O 0.873 2.586 3.952 -0.468
C 0.656 1.905 2.834 0.905
O 0.681 0.645 2.746 -0.800
N 0.340 2.713 1.791 -0.473
N 0.164 2.045 0.527 -0.726
H 1.171 2.433 5.950 0.224
H 1.966 1.129 4.998 0.205
H 0.190 1.090 5.265 0.204
H 0.578 3.700 1.830 0.421
H -0.770 2.266 0.159 0.402
H 0.803 2.453 -0.165 0.406
```

ΔE to the lowest compared entry with this formula, charge and spin: 121.1 kcal per mole
molar mass: 400.97 g/mol
LUMO (spin up / spin down): -0.2987 / -0.2976 hartree
multiplicity: 1
orbital gap (spin up / spin down): 4.2 / 3.1 eV
charge: +2